A structure of composition C13H33AgF2N6O10S2. Source: OMol25; level of theory: wB97M-V/def2-TZVPD.

Cartesian coordinates (Å):
H (6.34536, -0.73017, 2.74929)
H (-2.84810, -3.37923, 5.85357)
H (3.48713, 0.86296, -6.99144)
H (-2.96480, 6.91240, -3.89614)
H (1.00622, 4.29154, 4.73433)
O (4.10146, 0.17015, 1.26694)
O (-4.84664, -3.31888, -2.06926)
N (3.43316, -4.84390, -2.10662)
O (-6.78634, -1.70732, -0.58298)
H (5.36615, 1.97044, 0.44370)
H (-3.12326, 5.22445, -5.45595)
N (3.27492, 2.62891, -4.94178)
S (-4.82427, -1.95194, -2.53962)
C (-2.08847, 3.00421, 5.77856)
H (-2.63658, 3.94449, 5.83814)
S (-5.85788, -0.63767, -0.96192)
H (3.52324, -3.89464, -2.43961)
H (-3.17021, -5.59208, 3.51483)
C (2.10572, -6.41668, -0.70562)
N (-2.62139, 6.29025, -3.17843)
H (-2.89035, -4.69205, 2.03418)
H (4.58351, 0.27451, -5.71128)
H (-2.52755, 6.61656, -2.22722)
Ag (-0.60318, 0.11706, -0.34547)
H (-0.44153, 5.15749, 4.91102)
H (-1.19642, -4.11212, 5.62599)
H (7.04155, -1.04226, 1.12668)
C (5.29152, 0.15582, 1.16961)
H (-2.69516, 2.13599, 5.52125)
O (-6.44069, 0.55385, -1.62018)
H (3.05049, -6.95293, -0.61643)
O (-1.74792, -2.85282, 3.29829)
O (-2.05479, 4.22131, -2.53919)
H (1.43018, -7.04644, -1.28453)
F (-3.44891, -1.97806, -3.37911)
C (6.12310, -0.96717, 1.70884)
H (3.11726, -0.56456, -6.05945)
H (4.11336, 3.01139, -5.35511)
C (2.86996, 1.35218, -4.97076)
O (1.58552, -4.15263, -1.20292)
H (-1.58527, 3.67477, 3.34469)
C (-0.77947, 3.00862, 4.97639)
C (-2.45749, 4.98668, -3.43031)
C (-2.26852, -3.82957, 3.78887)
H (-1.65412, 2.82231, 6.76159)
H (2.83713, 3.20870, -4.24015)
H (0.26709, 4.46773, 6.34323)
H (-0.18433, 2.12581, 5.20991)
O (-1.04567, 2.92574, 3.60811)
H (6.87645, 1.20745, 0.84680)
H (4.07288, -5.53125, -2.47865)
H (1.70365, -6.35895, 0.30587)
N (-4.28623, -1.00751, -1.46138)
C (0.06845, 4.27164, 5.28957)
C (-2.23454, -4.08589, 5.29475)
N (-2.85610, -4.75697, 3.04151)
H (-1.87934, 3.93698, -5.26305)
H (-3.41260, 3.56166, -4.71331)
O (-5.80432, -1.58834, -3.56677)
H (-2.60841, -5.07137, 5.57249)
N (5.90270, 1.12749, 0.59085)
C (2.36503, -5.09869, -1.35396)
C (3.54223, 0.43675, -5.98974)
O (2.01472, 0.98417, -4.21085)
F (-5.47402, 0.01968, 0.47262)
C (-2.75040, 4.42071, -4.82107)
H (5.59496, -1.92044, 1.68768)

Properties
Spin multiplicity: 2
HOMO (alpha / beta), eV: -11.507 / -11.507
ΔE to the lowest compared entry with this formula, charge and spin, kJ/mol: 543.9
Total charge: +1
LUMO energy (alpha / beta), eV: -5.73 / -8.16

***

A structure of composition C36H42MgN2OP3. Source: OMol25; level of theory: wB97M-V/def2-TZVPD.

Cartesian coordinates (Å):
H (5.48030, 4.02780, 4.21324)
H (-1.01661, 0.81864, -4.70230)
H (2.21540, 0.33607, 3.91555)
H (-0.33284, 1.64930, 2.75168)
C (0.05411, -2.71293, -2.10670)
H (-7.68966, -3.04772, -2.58260)
H (-5.70644, -2.01496, -3.63206)
H (3.94115, 1.07605, -1.10251)
C (-2.55427, -1.12799, -0.18254)
H (-7.72618, -3.45337, -0.12365)
C (4.76452, 3.21716, 4.15076)
H (4.47486, 0.01958, 2.27529)
C (4.12397, 2.95352, 2.94410)
H (-3.91718, 1.02611, 3.29579)
N (-3.53496, -1.27711, -2.37212)
H (1.49389, -0.99267, -3.72306)
H (2.56514, -2.52656, -1.40785)
C (0.72560, -1.58258, -4.23112)
H (-0.82716, -2.80960, 1.87026)
C (-6.83571, -2.77072, -1.97758)
C (4.04163, -2.45922, 0.09275)
H (1.19160, -2.50771, -4.58334)
H (-1.83982, -2.23333, -4.95799)
C (3.72778, 2.13405, -1.02638)
H (-3.24279, 1.75741, 0.39218)
H (-0.77484, -3.00888, -1.45551)
H (-2.37201, 1.36402, -3.71435)
C (-1.45622, -2.75256, -4.07851)
C (2.73091, 4.00280, 0.09826)
C (4.02198, -0.55222, 1.48376)
H (0.39454, -1.02434, -5.10918)
N (-3.59085, -1.70448, 0.37794)
H (4.98630, 2.65428, 6.20920)
H (0.75319, -2.16567, -1.56308)
H (-2.30548, -3.04142, -3.46253)
C (-1.25523, 1.23566, 3.15887)
C (3.20765, 1.91288, 2.84261)
C (-5.78311, -2.65664, 0.19048)
H (2.13453, 4.40148, 0.91146)
C (-3.48454, 0.22232, 2.69723)
H (-2.48527, -0.18385, -4.56707)
H (4.47999, -3.39531, -0.23738)
P (-1.05706, -0.30181, -2.57981)
H (-3.32448, -0.63405, 3.36934)
C (2.97738, 2.62630, 0.03572)
H (0.47774, -3.66281, -2.45667)
C (-2.20002, 0.78199, 2.04230)
O (-0.54748, 2.13971, -0.73536)
C (-6.85563, -3.00207, -0.58244)
C (2.92483, -1.97676, -0.54564)
H (-0.96861, -3.66977, -4.42710)
C (-1.81202, 0.48565, -4.03622)
H (4.79634, 2.59663, -2.82464)
P (2.17203, 1.62021, 1.35433)
H (4.34865, 5.02395, -2.69133)
C (4.21584, 2.99707, -2.00240)
C (4.60153, -1.74866, 1.14476)
C (-5.74282, -2.19845, -2.56554)
H (4.35007, 3.56072, 2.07732)
H (-2.99192, 2.75732, 1.84901)
Mg (0.55625, 0.68939, -0.60175)
C (-4.62615, -1.83248, -1.78199)
H (-1.75414, 2.02026, 3.73258)
C (3.22228, 4.86193, -0.86841)
C (2.93114, 1.14827, 3.97873)
H (-0.99439, 0.43008, 3.85759)
H (-4.21703, -0.07291, 1.95139)
C (-4.64420, -2.06296, -0.39938)
H (3.01621, 5.92302, -0.80458)
C (-2.53565, 1.99425, 1.20162)
C (3.96749, 4.35731, -1.92750)
C (-1.22119, -1.88294, 2.29572)
H (-1.08350, 2.41104, 0.07237)
H (-5.78078, -2.82044, 1.26055)
C (3.56770, 1.41103, 5.17854)
P (-1.24213, -0.56465, 1.02341)
H (3.34468, 0.80531, 6.04817)
H (-0.55315, -1.57381, 3.09795)
C (-0.43942, -1.91726, -3.29384)
H (5.48036, -2.10466, 1.66963)
C (4.48935, 2.44834, 5.26936)
C (2.21065, -0.76301, -0.24265)
H (-2.21010, -2.08495, 2.69647)
C (2.88654, -0.07136, 0.81031)
C (-2.51305, -0.95125, -1.62194)

Properties
HOMO, eV: -1.835
ΔE to the lowest compared entry with this formula, charge and spin, kJ/mol: 75.0
Total charge: -1
LUMO energy, eV: 2.04

***

A cluster of 2 separate species, C4H15N6 in total. Source: OMol25; level of theory: wB97M-V/def2-TZVPD.

Cartesian coordinates (Å):
H (2.65687, 0.79423, -1.46748)
H (-2.27720, -1.71124, 1.21414)
N (-1.03408, -0.48685, 0.06717)
H (-0.70344, -0.35810, -3.14052)
H (-2.38986, -2.10282, -0.49959)
C (1.91125, 1.61723, -1.27284)
H (-0.79811, 1.35193, -3.01571)
H (1.10931, -1.50549, 2.11356)
C (-2.18962, -1.21051, 0.23928)
H (-0.07848, -0.44524, 2.93723)
H (-1.96887, 0.37145, -2.07319)
N (-1.00257, 0.43668, -2.47967)
H (2.40432, 2.38543, -0.69831)
H (-0.07160, 0.77715, -1.37417)
H (-3.00769, -0.61324, 0.09579)
H (2.51815, 1.44413, 1.19685)
N (0.98854, 0.26993, 0.48550)
C (2.20141, 0.39729, 1.16747)
N (-0.04922, -0.50136, 0.84300)
N (0.72753, 1.02326, -0.65781)
C (0.07321, -1.20613, 2.06658)
H (-0.61865, -1.99242, 2.12297)
H (1.70270, 2.10321, -2.24963)
H (3.42874, -0.08966, 2.60316)
N (2.72082, -0.43600, 1.94729)

Properties
HOMO (alpha / beta), eV: -11.771 / -11.769
ΔE to the lowest compared entry with this formula, charge and spin, kJ/mol: 392.4
Total charge: +1
LUMO energy (alpha / beta), eV: -4.28 / -4.28

***

A cluster of 2 separate species, C2H2N3OS in total. Source: OMol25; level of theory: wB97M-V/def2-TZVPD.

Cartesian coordinates (Å):
N (-0.68187, 0.07285, 0.62171)
C (-4.57454, 0.42492, 0.01163)
S (-3.68344, -0.47394, -0.87337)
N (-0.76878, -3.16224, -0.10712)
H (0.11550, -0.30256, 1.14405)
H (-0.36672, 0.99176, 0.13173)
N (-0.78021, -0.77314, -0.52558)
C (-0.81626, -1.98043, -0.24026)
O (-5.00037, 1.23610, 0.78420)

Properties
HOMO, eV: -2.453
ΔE to the lowest compared entry with this formula, charge and spin, kJ/mol: 176.6
Total charge: -1
LUMO energy, eV: 3.48

***

The ion C4H8NO with charge +1. Source: OMol25; level of theory: wB97M-V/def2-TZVPD.

Cartesian coordinates (Å):
C (-0.01001, -0.64149, -0.47204)
H (0.36649, -2.31354, 0.71091)
H (-1.25189, -1.87873, 0.67930)
H (0.54032, 2.54729, -0.37104)
O (2.53674, -0.07460, -0.03539)
H (-0.93256, 1.82590, -1.01068)
C (0.09855, 0.59800, 0.45000)
N (-0.38915, -1.94410, 0.11598)
H (-0.19018, 0.46746, 1.48904)
H (-0.54710, -2.62829, -0.63595)
H (-0.91100, 2.49501, 0.62142)
C (-0.33072, 1.95019, -0.11526)
C (1.38065, 0.07179, 0.05178)
H (-0.36013, -0.47487, -1.47809)

Properties
HOMO, eV: -13.748
ΔE to the lowest compared entry with this formula, charge and spin, kJ/mol: 192.1
Total charge: +1
SMILES string: C[C@@H]1C(=O)[C@H]1[NH3+]
LUMO energy, eV: -4.07

***

A structure of composition C11H38BHgN3P2S. Source: OMol25; level of theory: wB97M-V/def2-TZVPD.

Cartesian coordinates (Å):
H (-1.19900, -0.09495, -1.51422)
C (1.06275, 0.54588, 3.60430)
C (-1.84511, -1.82210, 5.40782)
H (0.13485, 4.09822, -2.13756)
H (2.56298, -3.02983, 0.79992)
H (1.97006, 0.27568, -4.22284)
C (-3.55161, -0.98223, 3.80168)
C (-1.30220, -0.08167, 3.76666)
P (0.34546, 2.69076, -0.16171)
H (1.24666, -0.08850, 2.73117)
H (-1.06525, -1.21941, -4.04400)
H (2.13537, 4.35904, -0.08306)
H (-0.20109, 4.74198, 1.03185)
H (1.89040, 0.43526, -3.49503)
N (-1.90850, -0.07276, -2.28905)
H (0.77755, -4.27918, -2.07790)
N (-0.06761, 0.00090, 4.36770)
H (0.09338, 2.36828, -2.57956)
H (1.94834, 0.53452, 4.24851)
C (1.53865, -3.40812, 0.93468)
H (0.01586, -0.48882, 6.44056)
C (-0.08619, 0.40082, 5.79518)
H (1.53634, -4.50729, 0.84850)
H (-1.61101, -2.40659, 0.98847)
H (2.65018, 2.85974, -0.93126)
H (1.77134, -2.81363, -2.30136)
H (0.85210, 1.57129, 3.26988)
C (-0.25171, 3.10848, -1.83945)
H (-2.52508, -0.87552, -2.14355)
H (-1.96597, -2.88780, -0.68896)
H (-1.34833, -4.08511, 0.45809)
H (-0.80897, -2.14950, 5.24681)
C (-0.58781, 3.71506, 1.00498)
H (-1.35230, 3.15058, -1.85618)
C (0.78177, -3.17924, -1.98335)
H (0.77791, 1.06048, 5.94474)
S (-1.77895, 0.78717, 2.37460)
H (-1.29664, 0.94119, -4.20446)
H (-2.50233, -2.69921, 5.32361)
H (-1.95522, -1.40437, 6.42092)
H (-4.18716, -1.51247, 4.52691)
H (-1.01088, 0.93749, 6.05651)
H (-0.52628, 3.27670, 2.01053)
C (-1.26152, -3.02290, 0.14720)
C (2.07704, 3.25646, -0.07555)
H (0.03295, -2.77348, -2.68408)
H (-1.64689, 3.73309, 0.71735)
H (-3.96379, 0.01008, 3.57981)
H (0.98216, -1.24309, -0.15224)
N (-2.23390, -0.83953, 4.39960)
H (-3.50015, -1.55385, 2.85984)
B (-1.40248, -0.13292, -3.73034)
H (1.20523, -3.10652, 1.94192)
H (-2.41786, 0.80458, -2.14321)
P (0.46265, -2.65282, -0.28834)
Hg (0.05634, 0.33531, 0.43282)
H (2.53866, 2.88327, 0.85453)

Properties
Spin multiplicity: 2
HOMO (alpha / beta), eV: -7.315 / -8.392
Total charge: +1
LUMO energy (alpha / beta), eV: -2.67 / -2.70